A single C5H9NO molecule at a distorted geometry, computed with ωB97M-V/def2-TZVPD.

```
16
Properties=species:S:1:pos:R:3:mulliken_charge:R:1
C -1.7217 -1.2569 -1.0078 -0.78
C -1.0918 -0.6053 -0.0086 -0.08
C 1.3918 -0.0610 -0.8904 -0.23
C 0.6745 0.7562 1.4476 -1.49
C 0.3571 0.4867 -0.0724 0.83
N 2.1484 -1.0328 -0.5154 -0.63
O -0.0305 1.6948 -0.7125 -0.52
H -2.7072 -1.6672 -0.9593 0.29
H -1.5780 -1.1984 -2.1291 0.23
H -1.3921 -0.6596 1.0555 0.15
H 1.3048 0.2662 -1.9037 0.43
H -0.2718 0.6909 1.9011 0.42
H 1.2983 -0.0841 1.6569 0.43
H 1.3115 1.6416 1.5933 0.37
H 2.9451 -1.1934 -1.1181 0.26
H -0.4705 2.2367 -0.0993 0.32
```

The SMILES is [H]/N=C/[C@@](C)(O)C=C. For the energy above the lowest of the compared OMol25 structures with the same formula, charge and spin, the calculation gives 87.1 kcal/mol. The charge is 0. As for the HOMO energy: -9.52 eV.

---

2 unconnected molecules or ions with the total composition C5H9NO at a distorted geometry, computed with ωB97M-V/def2-TZVPD.

```
16
Properties=species:S:1:pos:R:3:mulliken_charge:R:1
C -1.6001 -0.9808 1.1036 0.03
C -1.0631 1.3092 -1.3118 -0.01
C 1.2822 1.2628 -0.1081 -1.06
C -0.2863 -2.9289 1.4329 -0.60
C 0.2997 1.8754 -1.0732 -0.29
N -1.7738 0.4632 -0.6844 -0.60
O -0.5786 -1.6579 0.7317 -0.07
H -1.4253 1.7883 -2.2353 0.30
H 1.3665 0.1737 -0.1836 0.22
H 1.1964 1.3939 0.9657 0.30
H 2.2579 1.6407 -0.3612 0.37
H -0.6775 -3.6923 0.7366 0.26
H -0.7933 -2.8709 2.3360 0.36
H 0.8201 -2.7856 1.5127 0.22
H 0.8624 2.0633 -2.0095 0.29
H 0.1128 2.9458 -0.8521 0.27
```

For the energy above the lowest of the compared OMol25 structures with the same formula, charge and spin, the calculation gives 170.2 kcal/mol. The charge is 0. As for the HOMO energy (alpha / beta): -6.94 / -8.23 eV.

---

A single C5H9NO2 molecule at a distorted geometry, computed with ωB97M-V/def2-TZVPD.

```
17
Properties=species:S:1:pos:R:3:mulliken_charge:R:1
C -0.1896 -0.0504 0.4258 0.54
C 0.9419 0.4628 -0.2574 0.48
C 0.7849 0.8500 -1.7384 -1.04
C 2.2038 0.4817 0.4458 -1.20
C -2.2685 -1.1665 1.0592 -0.79
N -1.6026 -0.4617 -0.0675 0.45
O -0.1902 -0.2134 1.6332 -0.64
O -2.1430 -0.4459 -1.1792 -0.60
H 1.8093 1.2626 -2.1125 0.29
H -0.1495 1.4584 -1.9276 0.31
H 0.5171 -0.0412 -2.1966 0.34
H 2.6145 1.5147 0.5445 0.31
H 3.1094 0.0345 -0.1345 0.30
H 1.9448 0.1468 1.4385 0.37
H -3.2903 -1.5094 0.7938 0.30
H -1.7117 -1.9773 1.5408 0.27
H -2.3802 -0.3458 1.7321 0.31
```

For the energy above the lowest of the compared OMol25 structures with the same formula, charge and spin, the calculation gives 120.2 kcal/mol. The charge is 0. As for the HOMO energy (alpha / beta): -8.59 / -8.16 eV.

---

A single C5H9NO2 molecule at a distorted geometry, computed with ωB97M-V/def2-TZVPD.

```
17
Properties=species:S:1:pos:R:3:mulliken_charge:R:1
C 0.3089 0.2600 0.8057 0.29
C 1.5278 1.3671 0.7076 0.23
C 0.3279 -1.2216 0.6028 -0.45
C -0.4785 -1.4150 -0.6909 -0.51
C -1.0082 -0.1405 -1.1391 -0.49
H -1.5839 1.1379 0.4246 0.26
H 0.0709 0.5370 1.8402 0.28
H 1.3281 -1.7063 0.4691 0.27
H -0.2131 -1.5584 1.5235 0.31
H -1.2246 -2.0860 -0.3306 0.19
H -0.0622 -1.9341 -1.6364 0.33
H -0.6053 0.0121 -2.2137 0.20
H -2.0812 -0.1739 -1.2507 0.28
H 0.5702 2.4077 -0.4539 0.37
N -0.7253 0.7702 -0.0816 -0.51
O 2.6185 1.2062 1.2021 -0.59
O 1.2301 2.5376 0.2212 -0.46
```

The SMILES is O=C(O)[C@@H]1CCCN1. For the energy above the lowest of the compared OMol25 structures with the same formula, charge and spin, the calculation gives 41.7 kcal/mol. The charge is 0. As for the HOMO energy: -9.02 eV.

---

A single C5H9NO2 molecule at a distorted geometry, computed with ωB97M-V/def2-TZVPD.

```
17
Properties=species:S:1:pos:R:3:mulliken_charge:R:1
C 2.4395 0.1405 -0.2338 -1.07
C -1.9530 0.9977 0.0278 -1.09
N 0.1307 0.0024 0.7758 -0.09
C 1.0249 0.6444 -0.3487 0.73
C -1.0465 -0.1893 0.0451 0.59
C -1.2562 -1.2950 -0.6803 -0.94
O 0.6479 -1.2051 1.3052 -0.42
O 0.7018 1.6312 -0.9494 -0.51
H 0.4206 -1.1876 2.2440 0.34
H 2.8116 0.3418 0.7883 0.27
H 3.0825 0.6868 -0.9282 0.35
H 2.4945 -0.9223 -0.3863 0.32
H -1.5510 1.9047 -0.4309 0.25
H -2.2187 1.2786 1.0456 0.31
H -2.8677 0.7728 -0.5307 0.34
H -2.2087 -1.4204 -1.1626 0.31
H -0.6523 -2.1812 -0.5808 0.29
```

The SMILES is C=C(C)N(O)C(C)=O. For the energy above the lowest of the compared OMol25 structures with the same formula, charge and spin, the calculation gives 75.1 kcal/mol. The charge is 0. As for the HOMO energy: -8.88 eV.

---

2 unconnected molecules or ions with the total composition C5H9NO2 at a distorted geometry, computed with ωB97M-V/def2-TZVPD.

```
17
Properties=species:S:1:pos:R:3:mulliken_charge:R:1
C -0.9917 -0.4160 0.0447 0.11
C 0.2797 -0.8005 -0.3037 -0.23
C -1.9370 0.2797 -0.8635 -1.22
C 1.0337 -1.8151 0.5161 -1.23
N 0.5110 2.2534 -0.0976 -0.44
C 1.2162 1.1499 0.3114 0.89
O 0.1394 1.5897 1.1702 -0.35
O 2.3719 0.8966 0.5263 -0.53
H 1.0230 3.1028 0.1276 0.33
H -1.3517 -0.6466 1.0434 0.31
H 0.5555 -0.7333 -1.3537 0.38
H -2.4977 -0.4651 -1.4412 0.35
H -1.4087 0.9155 -1.5770 0.33
H -2.6529 0.8780 -0.2969 0.32
H 0.7009 -2.8351 0.3106 0.37
H 2.1014 -1.7381 0.2998 0.32
H 0.9070 -1.6157 1.5835 0.31
```

The SMILES is C/C=C/C.O=C1NO1. For the energy above the lowest of the compared OMol25 structures with the same formula, charge and spin, the calculation gives 118.5 kcal/mol. The charge is 0. As for the HOMO energy: -9.23 eV.

---

A single C5H9NO2 molecule at a distorted geometry, computed with ωB97M-V/def2-TZVPD.

```
17
Properties=species:S:1:pos:R:3:mulliken_charge:R:1
O 0.6247 -2.4719 0.2503 -0.46
C 1.2428 -1.5655 -0.2490 -0.20
C 0.4489 -0.4765 -1.0045 0.32
C -0.0645 0.5867 -0.0733 -0.90
C -0.7892 0.0331 1.1591 -0.48
C -1.4504 1.1609 1.9159 -0.13
O -1.0794 2.3044 1.7924 -0.48
N 1.1175 -0.0261 -2.2297 -0.69
H 2.3422 -1.5449 -0.1919 0.37
H -0.4315 -1.0342 -1.3481 0.23
H 0.7623 1.2428 0.3421 0.34
H -0.6816 1.3789 -0.4914 0.46
H -1.4590 -0.7616 0.7981 0.34
H -0.1648 -0.5550 1.8499 0.31
H -2.1562 0.9674 2.7335 0.39
H 1.1769 0.9935 -2.2065 0.29
H 0.5612 -0.2321 -3.0468 0.27
```

The SMILES is N[C@@H](C=O)CCC=O. For the energy above the lowest of the compared OMol25 structures with the same formula, charge and spin, the calculation gives 40.6 kcal/mol. The charge is 0. As for the HOMO energy: -9.59 eV.

---

2 unconnected molecules or ions with the total composition C5H9NO2 at a distorted geometry, computed with ωB97M-V/def2-TZVPD.

```
17
Properties=species:S:1:pos:R:3:mulliken_charge:R:1
C 1.6671 -0.5776 -0.1927 -0.40
C 2.5010 0.6944 -0.1398 -1.08
N 0.2219 -0.2546 -0.1720 0.05
C -2.1496 0.7356 -0.8836 -0.37
C -0.6272 -0.7702 0.6043 0.51
C -1.2518 -1.5854 1.3979 -0.71
O -2.2852 2.0600 -0.4838 -0.33
O -3.1310 0.1389 -1.2660 -0.54
H -3.2315 2.2946 -0.5623 0.25
H -0.4139 0.4136 -0.8480 0.47
H 1.8896 -1.2368 0.6467 0.37
H 1.8554 -1.1366 -1.1121 0.28
H -1.5440 -2.5662 1.0418 0.25
H -1.6436 -1.2411 2.3451 0.26
H 3.5614 0.4415 -0.1742 0.35
H 2.2708 1.3459 -0.9836 0.32
H 2.3104 1.2441 0.7824 0.32
```

For the energy above the lowest of the compared OMol25 structures with the same formula, charge and spin, the calculation gives 108.6 kcal/mol. The charge is 0. As for the HOMO energy: -6.94 eV.

---

The lowest energy above the lowest of the compared OMol25 structures with the same formula, charge and spin belongs to which entry?
number 7